The following is a DFT calculation (ωB97M-V/def2-TZVPD) of an isolated ion of composition C4H3BrN and charge +1 in a non-equilibrium geometry.

Structure (XYZ):
```
9
Properties=species:S:1:pos:R:3:lowdin_charge:R:1
C -0.740 -1.193 -0.126 -0.093
C 0.397 -0.357 0.237 -0.126
C -0.196 1.957 -0.322 0.233
C -1.861 -0.496 -0.334 -0.539
N 0.266 0.971 0.115 0.035
Br -3.480 0.046 0.062 1.039
H -0.768 -2.243 -0.670 0.203
H 1.418 -0.657 0.272 0.116
H -0.425 3.032 -0.335 0.131
```

## Properties
Charge   +1
Electronic energy   -2782.492537 a.u.
HOMO-LUMO gap   6.4 eV
Largest force on an atom   2.5 eV/A
ΔE to the lowest compared entry with this formula, charge and spin   57.6 kcal/mol
HOMO   -0.4663 Ha
LUMO energy   -6.33 eV



The following is a DFT calculation (ωB97M-V/def2-TZVPD) of C32H48FN9O5Zr as an isolated structure.

Structure (XYZ):
```
96
Properties=species:S:1:pos:R:3:lowdin_charge:R:1
Zr -0.157 -0.656 0.560 1.946
C -4.337 0.417 -5.945 -0.042
C -3.225 1.354 -5.518 -0.148
N -2.337 0.738 -4.485 0.013
C -2.580 1.022 -3.212 0.068
C -1.844 0.508 -2.163 -0.023
C -2.229 0.938 -0.786 -0.515
O -2.673 2.027 -0.557 0.153
O -2.013 -0.004 0.163 -0.222
C -0.740 -0.301 -2.440 -0.219
O 0.062 -0.717 -1.482 -0.189
C -0.488 -0.642 -3.795 -0.053
C 0.583 -1.476 -4.177 0.096
C 0.819 -1.758 -5.478 -0.170
F 1.847 -2.566 -5.762 0.097
C 0.024 -1.242 -6.556 -0.093
C -1.047 -0.439 -6.164 0.069
C -1.295 -0.123 -4.823 -0.093
N 0.299 -1.511 -7.881 -0.038
C -0.414 -0.844 -8.970 -0.117
C -0.889 -1.840 -10.015 -0.045
N 0.270 -2.722 -10.473 0.091
C 1.577 -2.316 -9.845 -0.075
C 1.463 -2.311 -8.330 -0.099
H -4.967 0.921 -6.677 0.100
H -4.964 0.146 -5.095 0.091
H -3.952 -0.501 -6.392 0.077
H -3.616 2.263 -5.069 0.133
H -2.595 1.672 -6.345 0.125
H -3.400 1.702 -3.018 0.167
H 1.243 -1.898 -3.431 0.132
H -1.708 -0.034 -6.907 0.087
H 0.215 -0.073 -9.420 0.147
H -1.302 -0.335 -8.619 0.117
H -1.278 -1.327 -10.891 0.148
H -1.655 -2.504 -9.626 0.144
H 0.352 -2.691 -11.492 0.193
H 0.075 -3.698 -10.243 0.189
H 1.836 -1.348 -10.263 0.145
H 2.333 -3.034 -10.154 0.154
H 2.401 -1.899 -7.963 0.143
H 1.388 -3.333 -7.962 0.137
C -2.024 -4.592 -0.475 0.052
C -2.164 -3.202 0.042 -0.474
N -3.352 -2.676 0.197 0.259
O -1.117 -2.559 0.369 -0.178
H -1.893 -5.264 0.378 0.122
H -1.134 -4.663 -1.095 0.098
H -2.902 -4.912 -1.033 0.104
H -4.178 -3.209 -0.032 0.153
H -3.465 -1.718 0.509 0.124
C -1.010 4.656 1.137 0.036
N -0.157 3.583 0.588 -0.114
C 0.753 3.945 -0.509 0.038
C -0.265 2.382 1.030 -0.251
O 0.409 1.371 0.565 -0.224
H -1.489 5.166 0.305 0.114
H -0.393 5.358 1.693 0.115
H -1.771 4.222 1.780 0.106
H 0.156 4.178 -1.389 0.113
H 1.430 3.124 -0.714 0.094
H 1.314 4.829 -0.211 0.116
H -0.980 2.214 1.832 0.158
N 1.276 1.088 3.440 0.170
C 0.199 0.335 3.763 -0.352
C -0.263 0.350 5.094 0.021
C -1.317 -0.431 5.462 0.009
C -1.940 -1.252 4.502 -0.022
C -1.455 -1.219 3.241 -0.133
N -0.392 -0.440 2.822 -0.042
H 1.677 1.685 4.146 0.133
H 1.544 1.271 2.488 0.073
H 0.237 0.987 5.812 0.136
H -1.672 -0.418 6.485 0.140
H -2.771 -1.895 4.753 0.129
H -1.894 -1.862 2.491 0.089
C 1.574 -2.971 1.940 -0.119
C 2.930 -3.703 2.122 -0.119
N 3.875 -3.297 1.091 -0.141
C 4.158 -1.876 1.196 -0.117
C 2.836 -1.050 1.142 -0.129
N 1.690 -1.971 0.812 -0.291
C 2.043 -2.718 -0.451 -0.135
C 3.304 -3.584 -0.215 -0.128
H 1.299 -2.429 2.843 0.108
H 0.767 -3.654 1.686 0.114
H 2.788 -4.781 2.065 0.133
H 3.354 -3.477 3.099 0.135
H 4.821 -1.586 0.383 0.133
H 4.673 -1.674 2.134 0.135
H 2.885 -0.263 0.385 0.122
H 2.629 -0.604 2.116 0.099
H 2.215 -1.972 -1.224 0.102
H 1.175 -3.313 -0.729 0.107
H 4.048 -3.375 -0.983 0.131
H 3.063 -4.645 -0.267 0.132
```

## Properties
Charge   +4
Electronic energy   -2263.102411 a.u.
HOMO-LUMO gap   7.0 eV
Largest force on an atom   0.9 eV/A
ΔE to the lowest compared entry with this formula, charge and spin   10.1 kcal/mol
HOMO   -0.6242 Ha
LUMO energy   -10.00 eV



The following is a DFT calculation (ωB97M-V/def2-TZVPD) of C29H27BrN2O3PdS as an isolated structure.

Structure (XYZ):
```
64
Properties=species:S:1:pos:R:3:lowdin_charge:R:1
Pd 0.282 -0.134 0.346 0.704
O -4.667 1.155 -1.938 0.061
C -4.498 1.267 -0.589 -0.267
C -5.647 1.237 0.193 -0.017
C -5.550 1.293 1.573 -0.090
C -4.306 1.371 2.186 -0.093
C -3.165 1.420 1.399 -0.045
C -3.244 1.393 0.010 -0.105
C -1.974 1.396 -0.835 -0.453
O -1.433 0.161 -0.959 -0.288
N -1.024 2.388 -0.238 0.013
N 0.251 2.038 -0.112 -0.073
C 1.143 2.884 0.254 -0.172
C 2.568 2.618 0.231 -0.630
Br 3.130 0.909 -0.429 0.793
C 3.535 3.463 0.591 -0.110
C 3.367 4.863 1.019 -0.223
C 2.509 5.753 0.372 -0.053
C 2.396 7.068 0.798 -0.078
C 3.144 7.522 1.875 -0.087
C 4.023 6.653 2.511 -0.080
C 4.138 5.342 2.080 -0.038
H -3.812 1.003 -2.355 0.089
H -6.605 1.152 -0.304 0.117
H -6.451 1.264 2.172 0.101
H -4.226 1.397 3.265 0.098
H -2.188 1.477 1.867 0.100
H -2.204 1.833 -1.825 0.132
H -1.374 3.175 0.289 0.145
H 0.840 3.887 0.548 0.121
H 4.551 3.085 0.586 0.103
H 1.955 5.420 -0.497 0.113
H 1.729 7.743 0.279 0.105
H 3.055 8.548 2.207 0.102
H 4.622 7.002 3.342 0.104
H 4.828 4.669 2.576 0.115
C 0.862 0.275 5.093 -0.098
C 1.882 0.728 4.270 -0.087
C 1.795 0.574 2.889 -0.122
C 0.683 -0.026 2.326 -0.257
C -0.341 -0.479 3.150 -0.140
C -0.256 -0.328 4.529 -0.088
H 0.936 0.390 6.167 0.098
H 2.759 1.200 4.697 0.101
H 2.609 0.924 2.269 0.046
H -1.235 -0.920 2.724 0.079
H -1.063 -0.682 5.157 0.102
C -1.242 -2.815 0.472 -0.186
S 0.469 -2.318 0.498 0.778
O 1.226 -3.144 1.434 -0.417
C 0.991 -2.735 -1.158 -0.357
C 1.988 -3.683 -1.301 -0.063
C 2.446 -3.987 -2.576 -0.070
C 1.909 -3.339 -3.679 -0.076
C 0.910 -2.386 -3.518 -0.065
C 0.440 -2.071 -2.253 -0.078
H -1.319 -3.859 0.174 0.074
H -1.752 -2.141 -0.220 0.051
H -1.613 -2.679 1.487 0.054
H 2.395 -4.159 -0.418 0.110
H 3.226 -4.726 -2.705 0.107
H 2.273 -3.575 -4.671 0.105
H 0.497 -1.881 -4.381 0.109
H -0.335 -1.319 -2.129 0.080
```

## Properties
Electronic energy   -4556.474481 a.u.
HOMO-LUMO gap   7.4 eV
Largest force on an atom   0.9 eV/A
ΔE to the lowest compared entry with this formula, charge and spin   13.8 kcal/mol
HOMO   -0.2906 Ha
LUMO energy   -0.51 eV